58
Properties=species:S:1:pos:R:3 method="wB97M-V/def2-TZVPD" orbital_gap_ev="6.7 / 7.0" spin_multiplicity=5
C 1.565 0.032 -4.742
H 2.600 -1.801 -1.014
H 2.747 1.403 2.452
H 2.239 1.439 -6.220
H -1.135 0.093 4.772
H 0.583 -0.103 4.366
O 0.440 1.466 2.231
O -2.422 -3.555 -0.235
S -1.408 -2.971 0.656
N 0.602 0.858 -1.286
H -2.180 2.531 2.531
C -0.439 -0.095 3.947
H -4.588 0.357 -0.140
C 1.137 -0.148 -3.431
C 1.044 0.989 -2.540
H -2.013 3.068 -1.055
H 3.347 -1.699 2.467
H -0.695 -1.076 3.504
C 3.134 -0.974 -0.528
H 0.254 -4.662 0.465
C 1.823 2.434 -4.363
C -0.409 -4.335 1.267
H -1.066 -5.149 1.577
H 1.628 -0.847 -5.387
C 2.309 -1.676 2.104
H -3.749 -1.198 -0.537
C 1.409 2.300 -3.044
H -3.361 0.548 -2.773
H -2.025 -0.635 -2.627
C -2.662 2.467 -0.406
H 2.067 -2.639 1.640
H -3.718 2.624 -0.673
H 0.845 -1.127 -3.011
Os -0.111 0.381 0.315
C -1.616 2.104 3.378
H -1.050 2.936 3.916
H -1.663 1.086 -2.958
H 3.304 -0.174 -1.259
H 0.177 -3.990 2.123
H 4.106 -1.338 -0.165
P -2.210 0.697 -0.604
H -2.354 1.708 4.105
H 1.638 -1.505 2.952
H 2.084 3.436 -4.716
C -0.619 1.014 2.951
H 1.324 3.127 -2.324
C 3.200 1.003 1.533
C -2.331 0.400 -2.423
H 3.230 1.796 0.775
H -1.225 0.236 1.537
C -3.673 -0.242 -0.002
P 2.124 -0.333 0.872
O -0.398 -2.157 -0.085
C 1.906 1.313 -5.196
O -1.955 -2.338 1.871
H -2.489 2.755 0.638
H -3.525 -0.468 1.061
H 4.221 0.634 1.735

---

82
Properties=species:S:1:pos:R:3 method="wB97M-V/def2-TZVPD" orbital_gap_ev="8.3 / 5.9" spin_multiplicity=2
H 4.167 -2.103 -3.185
H -2.324 5.392 0.866
O 4.857 -6.138 -1.471
C -3.390 1.065 3.761
H -2.404 5.705 -0.959
C -3.202 0.327 -2.291
N 2.078 3.599 2.351
C -0.127 4.417 -3.483
C 1.109 -4.475 -0.365
H 0.771 5.324 2.584
H -3.927 0.907 -1.719
O -3.281 3.290 -1.242
H 1.479 -3.744 0.354
H -0.248 -0.709 -0.375
O 2.647 -2.178 2.070
H -1.468 0.874 2.846
N 0.035 5.350 -4.635
C 0.797 4.344 2.107
H 0.439 -3.209 3.990
H -2.841 1.081 0.437
H 0.817 0.026 0.682
H -2.789 -0.478 -1.684
C -2.303 4.986 -0.146
H 0.565 -4.133 -2.521
C 0.340 -3.806 -1.506
C -0.013 1.492 -0.587
O -4.862 0.200 -3.884
H 0.737 -1.741 1.933
C 1.478 -1.631 2.725
C 3.613 -2.746 -2.501
H -0.008 3.727 2.506
H -0.568 1.715 0.325
H 1.020 -1.780 4.897
O 0.181 -5.406 0.168
H 0.528 4.348 1.051
O 2.571 -3.041 4.207
O 4.691 -3.498 3.036
C 1.231 -2.464 4.075
C -2.427 1.335 2.610
H -3.169 0.125 4.267
H 3.171 -2.230 -0.442
H 2.068 -4.926 -0.619
C -4.503 0.548 1.793
H -0.691 1.547 -1.439
H -2.656 -0.407 1.407
C 4.044 -2.439 -1.060
H 4.696 -1.589 -0.857
O 3.064 4.053 1.858
O -1.089 -3.818 -1.176
H 1.733 -0.605 2.988
O 2.046 2.545 3.001
O -3.221 -1.136 -4.098
O -1.547 -3.990 1.342
H -3.415 1.906 4.455
O -2.328 -5.795 -0.197
H 2.546 -2.598 -2.665
H -1.418 4.371 -0.306
Ag 2.793 1.639 -1.563
O -5.556 0.410 1.108
O 1.762 -0.339 -1.129
H 0.787 4.147 -2.954
O 2.631 -4.697 2.277
N -3.342 4.011 -0.275
O 0.273 4.829 -5.712
H -0.740 3.559 -3.758
H -2.526 1.059 -2.733
S 4.951 -4.745 -1.877
O -4.175 3.861 0.628
H -0.670 4.938 -2.695
S 3.279 -3.488 2.819
O 3.576 -4.142 -2.583
O 4.576 -3.710 -0.580
C 0.575 0.005 -0.381
N -3.772 -0.250 -3.532
O 6.114 -4.286 -2.630
S -1.398 -4.768 0.150
O -4.632 0.884 3.109
O 0.075 6.533 -4.394
H 0.565 -2.741 -1.444
C -3.066 0.603 1.390
O 0.893 2.543 -0.806
H -2.271 2.363 2.284

---

61
Properties=species:S:1:pos:R:3 method="wB97M-V/def2-TZVPD" orbital_gap_ev=6.5 total_charge=-1 spin_multiplicity=1
H 1.020 -1.930 -0.487
O 0.621 2.194 -0.421
C -4.946 -2.165 -1.242
C 1.599 -0.013 0.462
O 0.766 -0.029 1.618
C 3.831 -1.363 -2.419
C 3.742 -2.010 -1.033
H 4.077 -0.570 2.616
O 2.301 -1.867 1.565
H 2.790 1.953 -1.815
H 0.204 -2.205 2.267
H -4.678 -0.260 -2.171
B 1.720 1.381 -0.271
H 2.871 3.270 1.803
H -5.760 1.310 0.805
H 1.286 3.923 -1.396
H -6.079 1.290 -2.201
H -4.774 2.228 -1.480
C -5.743 1.776 -1.284
H 3.385 2.888 3.464
C -5.682 0.769 -0.131
H 1.291 -1.167 3.529
S -5.254 -0.896 2.236
H 4.512 -0.172 -0.271
H 4.895 1.429 2.555
H 2.805 -2.526 -0.890
H 4.803 -1.538 0.779
C 0.816 3.605 -0.465
H 4.321 -2.000 -3.148
H -0.882 0.429 -0.235
H -0.883 -2.312 0.702
C 3.960 1.374 1.994
C 0.832 -0.865 -0.600
N 3.386 0.044 2.212
H 2.826 -1.145 -2.782
B 1.086 -1.334 2.331
O 2.917 1.772 -0.883
C -1.513 -1.575 0.210
H -5.187 -2.510 -2.245
H 4.211 1.571 0.953
H -6.487 2.539 -1.060
N -4.403 0.051 -0.126
S -2.440 -0.833 1.593
H -1.013 -0.608 -1.635
C -0.671 -0.571 -0.594
H 1.186 -0.600 -1.607
H -6.527 0.082 -0.224
H 2.055 2.002 2.744
C 4.057 -1.072 0.141
H -5.879 -2.100 -0.682
H 1.411 3.929 0.383
H -3.212 -0.928 -1.556
C 3.016 2.470 2.528
H -0.171 4.058 -0.417
H -2.200 -2.116 -0.428
C -4.261 -0.793 -1.320
C 2.873 -0.698 1.048
H 4.387 -0.428 -2.378
I 5.192 -3.667 -1.002
H -4.298 -2.878 -0.737
C -4.111 -0.591 1.096

---

70
Properties=species:S:1:pos:R:3 method="wB97M-V/def2-TZVPD" orbital_gap_ev=10.6 smiles="C[N+](=O)[O-].C[N+](=O)[O-].COC(=O)OC.COC(=O)OC.ClCCCl.ClCCCl.ClCCCl.ClCCCl" spin_multiplicity=1
H 4.567 21.438 29.380
Cl 18.512 25.438 19.410
C 19.706 13.023 19.887
O 2.891 23.861 16.145
H 6.796 20.908 13.267
H 8.632 18.526 12.528
H 16.345 23.304 20.279
Cl 18.298 22.760 21.429
H 16.537 16.524 20.496
C 1.949 22.297 17.500
C 8.087 18.655 21.550
C 5.446 9.953 17.996
C 17.462 25.315 20.793
Cl 8.418 21.409 11.510
H 1.225 22.844 18.103
H 6.351 8.914 13.053
C 9.711 26.575 17.391
H 8.685 19.542 13.995
H 1.540 21.289 17.427
H 10.001 27.620 17.498
O 5.923 10.379 16.733
O 6.824 21.252 27.583
C 4.752 20.776 28.535
C 16.977 23.840 20.987
N 2.072 22.950 16.170
H 16.637 26.027 20.817
O 5.112 22.195 26.845
Cl 6.838 18.095 13.815
H 7.591 8.172 14.011
H 7.532 17.227 20.042
Cl 10.499 26.345 20.066
C 18.682 14.985 18.737
Cl 11.080 25.676 16.520
C 7.705 17.313 21.115
O 6.160 8.103 16.026
H 16.468 16.104 18.803
O 19.670 14.058 18.909
H 8.894 26.570 16.670
O 17.939 15.089 19.839
O 18.441 15.566 17.691
H 6.091 9.167 18.387
H 5.347 10.801 18.673
H 15.755 15.090 20.079
H 6.764 19.927 11.670
C 8.056 19.182 13.180
H 7.869 9.636 12.974
N 5.630 21.440 27.615
C 9.365 25.919 18.724
O 1.370 22.598 15.279
H 2.906 22.293 18.022
C 7.333 20.367 12.488
H 18.151 25.615 21.584
H 8.356 26.291 18.902
C 6.323 9.351 15.866
H 20.379 12.214 19.604
H 5.227 19.809 28.706
H 18.738 12.536 20.003
Cl 9.720 19.021 20.786
C 16.622 15.690 19.799
O 6.957 9.926 14.863
Cl 6.355 16.731 22.147
H 7.235 19.307 21.357
H 16.370 23.863 21.892
H 4.462 9.503 17.863
H 9.255 24.852 18.532
H 8.191 18.696 22.635
H 3.867 20.543 27.942
C 7.210 9.139 13.685
H 8.420 16.549 21.418
H 19.977 13.475 20.841

---

Table of DFT total energy (eV), in record order: -58684.13324; -108727.40360; -59440.89520; -140770.30995